# 1
{
  "formula": "C27H50N2O2P",
  "method": "ωB97M-V with the def2-TZVPD basis set",
  "total_charge": 1,
  "mol_weight_g_mol": 465.683,
  "homo_energy_ev": -10.5,
  "gap_ev": 7.7,
  "elements": ["C", "N", "C", "C", "C", "C", "C", "C", "N", "C", "O", "C", "C", "C", "O", "H", "H", "H", "H", "H", "H", "H", "H", "H", "H", "H", "H", "H", "H", "C", "C", "C", "C", "P", "C", "C", "C", "C", "C", "C", "C", "C", "C", "C", "C", "C", "H", "H", "H", "H", "H", "H", "H", "H", "H", "H", "H", "H", "H", "H", "H", "H", "H", "H", "H", "H", "H", "H", "H", "H", "H", "H", "H", "H", "H", "H", "H", "H", "H", "H", "H", "H"],
  "positions_angstrom": [[-2.037, -4.399, 6.494], [-1.377, -5.379, 5.611], [-0.938, -4.802, 4.342], [-0.047, -3.589, 4.491], [0.975, -3.454, 5.336], [1.417, -4.563, 6.269], [1.939, -5.836, 5.545], [2.213, -5.870, 4.046], [2.130, -6.904, 6.172], [1.726, -2.154, 5.370], [2.391, -1.855, 6.314], [1.676, -1.193, 4.209], [0.677, -1.336, 3.363], [-0.352, -2.423, 3.581], [-1.382, -2.323, 2.979], [-1.490, -4.259, 7.436], [-3.017, -4.817, 6.773], [-2.254, -3.448, 5.986], [-2.024, -6.137, 5.445], [-1.842, -4.453, 3.800], [-0.505, -5.569, 3.687], [0.634, -4.863, 6.973], [2.259, -4.192, 6.874], [2.295, -4.881, 3.580], [1.427, -6.436, 3.529], [3.156, -6.394, 3.850], [1.915, -6.759, 7.162], [2.418, -0.405, 4.110], [0.588, -0.656, 2.516], [0.454, 6.194, -1.402], [-0.775, 5.296, -1.322], [-0.534, 4.007, -0.534], [0.276, 2.925, -1.264], [-0.568, 1.907, -2.476], [-2.083, 1.301, -1.690], [-2.034, 0.637, -0.307], [-1.497, -0.795, -0.213], [-2.103, -1.776, -1.209], [0.400, 0.443, -2.827], [1.801, 0.505, -3.451], [1.891, 0.810, -4.946], [0.909, 0.048, -5.828], [-1.234, 2.752, -3.912], [-0.428, 3.406, -5.045], [0.754, 4.308, -4.657], [0.472, 5.791, -4.883], [1.309, 5.681, -1.848], [0.241, 7.079, -2.000], [0.749, 6.528, -0.406], [-1.138, 5.075, -2.329], [-1.574, 5.854, -0.829], [-1.502, 3.597, -0.236], [-0.013, 4.258, 0.393], [0.625, 2.219, -0.501], [1.193, 3.346, -1.681], [-2.597, 0.656, -2.407], [-2.727, 2.182, -1.598], [-3.059, 0.624, 0.074], [-1.465, 1.264, 0.385], [-1.701, -1.162, 0.796], [-0.407, -0.802, -0.301], [-3.174, -1.895, -1.037], [-1.636, -2.756, -1.101], [-1.957, -1.464, -2.246], [-0.225, -0.278, -3.358], [0.571, -0.001, -1.843], [2.263, -0.472, -3.289], [2.416, 1.225, -2.902], [2.907, 0.589, -5.282], [1.773, 1.884, -5.098], [1.125, -1.022, -5.822], [0.980, 0.401, -6.857], [-0.129, 0.189, -5.514], [-1.943, 3.495, -3.533], [-1.874, 2.003, -4.396], [-1.131, 3.974, -5.658], [-0.073, 2.620, -5.713], [1.616, 4.050, -5.276], [1.063, 4.139, -3.625], [0.360, 6.002, -5.947], [1.300, 6.396, -4.512], [-0.440, 6.112, -4.375]],
  "lowdin_charge": [-0.106, -0.110, -0.165, -0.098, -0.095, -0.063, -0.397, -0.042, 0.136, -0.329, 0.136, 0.027, 0.013, -0.321, 0.096, 0.074, 0.084, 0.085, 0.105, 0.120, 0.118, 0.106, 0.125, 0.071, 0.073, 0.083, 0.062, 0.124, 0.108, -0.099, -0.251, -0.222, -0.262, 1.012, -0.270, -0.218, -0.262, -0.091, -0.264, -0.213, -0.251, -0.100, -0.257, -0.214, -0.256, -0.101, 0.064, 0.078, 0.083, 0.078, 0.117, 0.098, 0.124, 0.105, 0.088, 0.100, 0.101, 0.125, 0.101, 0.091, 0.085, 0.087, 0.082, 0.052, 0.096, 0.085, 0.121, 0.111, 0.118, 0.069, 0.085, 0.083, 0.056, 0.096, 0.108, 0.122, 0.084, 0.106, 0.070, 0.083, 0.078, 0.070]
}

# 2
{
  "formula": "C27H50N6O10",
  "method": "ωB97M-V with the def2-TZVPD basis set",
  "smiles": "CC(=O)OCCOC(=O)NCOc1ccccc1.CNC(C)=O.CNC(C)=O.CNC(C)=O.CNC(C)=O.CNC(C)=O",
  "total_charge": 0,
  "mol_weight_g_mol": 618.729,
  "homo_energy_ev": -8.3,
  "gap_ev": 9.0,
  "elements": ["C", "C", "O", "O", "C", "C", "O", "C", "O", "N", "C", "O", "C", "C", "C", "C", "C", "C", "H", "H", "H", "H", "H", "H", "H", "H", "H", "H", "H", "H", "H", "H", "H", "C", "N", "C", "C", "O", "H", "H", "H", "H", "H", "H", "H", "C", "N", "C", "C", "O", "H", "H", "H", "H", "H", "H", "H", "C", "N", "C", "C", "O", "H", "H", "H", "H", "H", "H", "H", "C", "N", "C", "C", "O", "H", "H", "H", "H", "H", "H", "H", "C", "N", "C", "C", "O", "H", "H", "H", "H", "H", "H", "H"],
  "positions_angstrom": [[4.775, -1.411, 1.881], [5.226, -1.346, 0.434], [5.341, -2.363, -0.212], [5.519, -0.103, 0.000], [5.509, 0.033, -1.418], [4.137, 0.361, -2.003], [3.565, 1.562, -1.481], [2.721, 1.361, -0.464], [2.677, 0.343, 0.203], [1.862, 2.462, -0.151], [0.510, 2.283, -0.718], [0.431, 1.111, -1.516], [-0.636, 0.301, -1.196], [-0.372, -1.002, -0.846], [-1.373, -1.888, -0.552], [-2.697, -1.482, -0.607], [-2.950, -0.175, -0.938], [-1.944, 0.708, -1.238], [4.367, -2.391, 2.115], [3.988, -0.676, 2.075], [5.620, -1.131, 2.520], [6.144, 0.899, -1.639], [5.944, -0.806, -1.965], [4.320, 0.552, -3.069], [3.452, -0.490, -1.981], [1.835, 2.517, 0.857], [0.344, 3.134, -1.394], [-0.259, 2.356, 0.057], [0.659, -1.346, -0.810], [-1.112, -2.914, -0.313], [-3.475, -2.206, -0.395], [-3.993, 0.127, -0.968], [-2.200, 1.726, -1.518], [4.685, -5.462, 4.078], [3.517, -5.032, 3.334], [2.211, -5.067, 3.717], [1.900, -5.620, 5.087], [1.338, -4.662, 2.969], [5.362, -4.615, 4.203], [5.203, -6.239, 3.512], [4.417, -5.851, 5.054], [3.653, -4.652, 2.409], [0.826, -5.581, 5.245], [2.225, -6.658, 5.163], [2.386, -5.022, 5.860], [-4.416, -4.825, -5.261], [-4.445, -4.765, -3.813], [-3.394, -4.693, -2.951], [-2.005, -4.670, -3.540], [-3.587, -4.648, -1.747], [-4.965, -3.973, -5.666], [-4.906, -5.743, -5.592], [-3.401, -4.807, -5.642], [-5.340, -4.776, -3.351], [-1.282, -4.611, -2.732], [-1.817, -5.583, -4.108], [-1.878, -3.799, -4.183], [4.785, 3.955, -6.314], [5.019, 2.570, -5.951], [4.580, 1.447, -6.580], [3.738, 1.624, -7.820], [4.864, 0.344, -6.143], [5.745, 4.446, -6.487], [4.278, 4.460, -5.490], [4.178, 4.036, -7.209], [5.573, 2.379, -5.132], [3.468, 0.645, -8.204], [2.824, 2.171, -7.586], [4.301, 2.155, -8.590], [-2.443, 0.930, 4.489], [-2.030, 1.608, 3.275], [-2.813, 2.160, 2.314], [-4.305, 2.076, 2.499], [-2.306, 2.700, 1.339], [-2.028, 1.456, 5.351], [-2.052, -0.089, 4.480], [-3.523, 0.897, 4.579], [-1.043, 1.696, 3.089], [-4.794, 2.557, 1.656], [-4.624, 1.034, 2.536], [-4.605, 2.591, 3.410], [-5.642, 7.204, 3.937], [-5.815, 5.768, 3.811], [-6.058, 4.860, 4.790], [-6.171, 5.368, 6.206], [-6.178, 3.675, 4.514], [-6.401, 7.709, 3.337], [-4.657, 7.480, 3.558], [-5.731, 7.528, 4.969], [-5.752, 5.359, 2.891], [-6.365, 4.528, 6.867], [-5.240, 5.845, 6.515], [-6.997, 6.075, 6.293]],
  "lowdin_charge": [0.026, -0.523, 0.096, 0.007, -0.138, -0.122, 0.053, -0.517, 0.108, 0.090, -0.175, -0.037, -0.286, -0.012, -0.077, -0.092, -0.095, -0.033, 0.066, 0.075, 0.091, 0.132, 0.132, 0.127, 0.140, 0.119, 0.126, 0.110, 0.118, 0.111, 0.098, 0.107, 0.126, -0.077, 0.003, -0.558, -0.014, 0.034, 0.080, 0.083, 0.070, 0.129, 0.081, 0.083, 0.082, -0.080, 0.002, -0.550, -0.008, 0.026, 0.082, 0.081, 0.071, 0.137, 0.079, 0.083, 0.086, -0.077, 0.004, -0.557, -0.012, 0.026, 0.082, 0.084, 0.071, 0.134, 0.082, 0.085, 0.084, -0.071, 0.011, -0.539, -0.007, 0.009, 0.081, 0.085, 0.076, 0.136, 0.084, 0.091, 0.050, -0.074, 0.011, -0.543, -0.010, 0.018, 0.084, 0.084, 0.072, 0.141, 0.082, 0.085, 0.085]
}

# 3
{
  "formula": "C27H50P2Ti",
  "method": "ωB97M-V with the def2-TZVPD basis set",
  "spin_multiplicity": 2,
  "total_charge": 1,
  "mol_weight_g_mol": 484.512,
  "s_squared": 0.754,
  "homo_energy_ev": [-9.0, -9.0],
  "relative_energy_kj_mol": 744.19,
  "gap_ev": [5.4, 5.5],
  "elements": ["Ti", "C", "C", "C", "C", "C", "C", "H", "H", "H", "C", "H", "H", "H", "C", "H", "H", "H", "C", "H", "H", "H", "C", "H", "H", "H", "C", "C", "C", "C", "C", "C", "C", "C", "H", "H", "H", "H", "H", "H", "H", "H", "H", "H", "H", "H", "P", "C", "C", "P", "C", "C", "C", "H", "H", "H", "H", "H", "H", "H", "H", "H", "H", "H", "H", "H", "H", "C", "C", "C", "C", "H", "H", "H", "H", "H", "H", "H", "H", "H"],
  "positions_angstrom": [[0.402, 0.650, -1.502], [-0.880, 1.046, 0.931], [-1.503, 0.377, -0.216], [-0.325, -1.183, 1.085], [-0.179, 0.076, 1.700], [-1.089, -1.033, -0.115], [-1.200, 2.391, 1.483], [-1.954, 2.919, 0.896], [-0.297, 3.015, 1.539], [-1.597, 2.297, 2.506], [0.374, 0.301, 3.065], [0.111, 1.297, 3.433], [1.466, 0.226, 3.073], [-0.023, -0.448, 3.764], [0.017, -2.480, 1.719], [-0.410, -2.518, 2.733], [1.098, -2.637, 1.809], [-0.379, -3.328, 1.149], [-1.771, -2.167, -0.787], [-2.402, -2.715, -0.066], [-1.042, -2.887, -1.189], [-2.417, -1.841, -1.609], [-2.745, 0.805, -0.930], [-3.608, 0.265, -0.498], [-2.704, 0.560, -2.001], [-2.935, 1.881, -0.818], [2.119, 3.004, -3.500], [1.113, 4.089, -3.478], [0.170, 4.319, -4.563], [-0.398, 3.071, -5.319], [-0.482, 1.763, -4.583], [0.427, 0.605, -4.862], [1.857, 1.064, -5.324], [2.429, 2.400, -4.853], [0.621, 5.016, -5.321], [0.033, 3.039, -6.339], [-0.671, 4.925, -4.151], [2.231, 3.182, -5.611], [3.062, 3.373, -3.038], [1.358, 5.003, -2.946], [3.519, 2.259, -4.856], [2.629, 0.270, -5.223], [0.067, -0.057, -5.664], [1.742, 1.145, -6.423], [-1.445, 3.344, -5.529], [-1.510, 1.491, -4.309], [0.826, 3.143, -0.968], [2.222, 4.254, -0.626], [-0.818, 3.925, -1.416], [0.238, -0.762, -3.700], [1.371, 2.126, -2.512], [-1.394, -1.434, -4.184], [1.552, -1.920, -4.174], [3.038, 3.651, -0.202], [1.908, 4.998, 0.119], [2.597, 4.771, -1.512], [-0.975, 3.886, -2.500], [-0.806, 4.961, -1.043], [-1.622, 3.373, -0.921], [2.173, -1.407, -4.907], [1.183, -2.845, -4.635], [2.217, -2.203, -3.347], [2.013, 1.256, -2.325], [0.340, 1.860, -2.966], [-1.796, -2.229, -3.537], [-1.344, -1.847, -5.199], [-2.134, -0.634, -4.190], [3.333, -0.882, 1.312], [3.031, 0.274, 0.369], [4.343, 0.988, 0.000], [2.246, -0.236, -0.858], [3.773, -1.710, 0.752], [2.432, -1.244, 1.799], [4.037, -0.582, 2.091], [2.398, 1.011, 0.901], [5.006, 0.319, -0.570], [4.185, 1.906, -0.587], [4.871, 1.274, 0.920], [2.922, -0.393, -1.706], [1.746, -1.202, -0.661]],
  "lowdin_spin": [0.021, 0.003, 0.002, 0.002, -0.001, -0.001, 0.002, 0.000, 0.001, 0.000, 0.000, 0.000, 0.000, 0.000, 0.000, 0.000, 0.000, 0.000, 0.000, 0.000, 0.000, 0.000, 0.001, 0.000, 0.000, 0.000, 0.063, 0.586, 0.093, 0.007, -0.001, 0.000, 0.000, 0.008, 0.041, 0.000, 0.012, 0.001, 0.009, 0.023, 0.002, 0.000, 0.000, 0.000, 0.000, 0.000, 0.035, 0.002, 0.025, 0.001, 0.054, 0.000, 0.000, 0.000, 0.000, -0.001, 0.005, 0.000, 0.003, 0.000, 0.000, 0.000, 0.005, 0.001, 0.000, 0.000, 0.000, 0.000, 0.000, 0.000, -0.006, 0.000, 0.000, 0.000, 0.001, 0.000, 0.000, 0.000, 0.000, 0.000]
}

# 4
{
  "formula": "C27H51KN2O4PSSbSe4",
  "method": "ωB97M-V with the def2-TZVPD basis set",
  "total_charge": -2,
  "mol_weight_g_mol": 1007.454,
  "homo_energy_ev": -0.5,
  "relative_energy_kj_mol": 29.16,
  "gap_ev": 3.5,
  "elements": ["K", "C", "C", "O", "C", "C", "O", "C", "C", "O", "C", "C", "O", "H", "H", "H", "H", "H", "H", "H", "H", "H", "H", "H", "H", "H", "H", "H", "H", "C", "N", "C", "C", "S", "N", "C", "C", "H", "H", "H", "H", "H", "H", "H", "H", "H", "H", "H", "H", "C", "C", "C", "C", "P", "C", "C", "C", "C", "C", "C", "C", "C", "C", "C", "H", "H", "H", "H", "H", "H", "H", "H", "H", "H", "H", "H", "H", "H", "H", "H", "H", "H", "H", "H", "H", "H", "H", "Se", "Sb", "Se", "Se", "Se"],
  "positions_angstrom": [[-0.298, -1.770, 0.387], [-1.001, -5.270, -0.128], [-1.475, -4.974, 1.277], [-2.816, -4.508, 1.248], [-3.119, -3.321, 1.944], [-3.912, -2.395, 1.049], [-3.062, -1.814, 0.089], [-3.707, -1.420, -1.115], [-2.693, -1.304, -2.231], [-2.370, -2.583, -2.711], [-0.983, -2.881, -2.886], [-0.667, -4.195, -2.220], [-0.982, -4.064, -0.837], [-1.686, -5.983, -0.608], [-0.001, -5.724, -0.085], [-0.813, -4.227, 1.730], [-1.413, -5.882, 1.887], [-2.211, -2.815, 2.296], [-3.721, -3.555, 2.833], [-4.400, -1.617, 1.656], [-4.693, -2.983, 0.554], [-4.217, -0.460, -0.968], [-4.443, -2.180, -1.397], [-1.810, -0.760, -1.873], [-3.128, -0.693, -3.034], [-0.335, -2.115, -2.450], [-0.733, -2.936, -3.949], [0.400, -4.407, -2.353], [-1.275, -5.003, -2.648], [3.483, -2.474, 2.038], [2.956, -1.131, 2.288], [3.628, -0.088, 1.500], [1.857, -0.930, 3.001], [0.758, -2.176, 3.403], [1.618, 0.366, 3.429], [2.708, 1.103, 4.055], [0.340, 0.678, 4.040], [4.565, -2.384, 1.938], [3.094, -2.853, 1.088], [3.224, -3.130, 2.864], [3.827, -0.491, 0.503], [4.583, 0.193, 1.953], [2.977, 0.779, 1.406], [3.671, 0.704, 3.760], [2.624, 1.035, 5.147], [2.668, 2.157, 3.769], [-0.479, 0.326, 3.419], [0.270, 1.761, 4.142], [0.237, 0.215, 5.028], [0.373, 3.574, 1.886], [0.704, 3.765, 0.404], [-0.110, 4.944, -0.129], [2.198, 4.082, 0.306], [0.384, 2.087, -0.421], [-1.465, 2.147, -0.463], [-2.272, 2.707, -1.456], [-3.654, 2.732, -1.333], [-4.270, 2.209, -0.203], [-3.491, 1.632, 0.787], [-2.111, 1.589, 0.644], [1.005, 2.132, -2.187], [2.493, 1.742, -2.096], [0.891, 3.416, -3.010], [0.282, 0.987, -2.910], [0.622, 4.487, 2.441], [0.950, 2.744, 2.297], [-0.687, 3.365, 2.045], [0.175, 5.856, 0.410], [-1.180, 4.790, 0.021], [0.063, 5.117, -1.191], [2.427, 4.934, 0.956], [2.499, 4.342, -0.708], [2.811, 3.236, 0.624], [-1.818, 3.133, -2.338], [-4.253, 3.171, -2.123], [-5.349, 2.235, -0.107], [-3.955, 1.196, 1.665], [-1.509, 1.119, 1.416], [3.111, 2.531, -1.666], [2.872, 1.513, -3.096], [2.633, 0.828, -1.516], [1.490, 4.226, -2.590], [-0.132, 3.778, -3.137], [1.291, 3.202, -4.005], [0.382, 0.055, -2.345], [0.790, 0.785, -3.858], [-0.773, 1.206, -3.099], [5.644, -0.419, -1.809], [4.003, -1.901, -2.925], [2.111, -1.967, -1.263], [3.069, -0.887, -4.972], [4.716, -4.239, -3.176]],
  "lowdin_charge": [0.381, -0.194, -0.173, -0.114, -0.190, -0.191, -0.198, -0.168, -0.191, -0.116, -0.182, -0.186, -0.234, 0.131, 0.143, 0.082, 0.127, 0.098, 0.125, 0.124, 0.129, 0.110, 0.130, 0.100, 0.131, 0.021, 0.138, 0.120, 0.128, -0.087, -0.182, -0.075, -0.771, 0.586, -0.217, -0.063, -0.142, 0.097, 0.011, 0.051, -0.019, 0.089, 0.073, 0.071, 0.090, 0.083, 0.051, 0.073, 0.073, -0.124, -0.693, -0.091, -0.101, 1.175, -0.351, -0.092, -0.088, -0.115, -0.100, -0.122, -0.683, -0.154, -0.091, -0.129, 0.084, 0.040, 0.068, 0.079, 0.071, 0.060, 0.080, 0.062, 0.076, 0.085, 0.098, 0.096, 0.100, 0.081, 0.061, 0.042, -0.009, 0.059, 0.053, 0.092, 0.005, 0.041, 0.062, -0.353, -0.410, -0.060, -0.348, -0.424]
}

| no. | DFT total energy (Eh) |
| --- | --- |
| 1 | -1659.86852 |
| 2 | -2139.80527 |
| 3 | -2590.43567 |
| 4 | -12655.41501 |